# C4H13N2O2

A cluster of 2 separate species, C4H13N2O2 in total in a non-equilibrium geometry (ωB97M-V/def2-TZVPD, the OMol25 dataset).

The geometry in XYZ format:
```
21
Properties=species:S:1:pos:R:3
C -0.20405 0.80970 1.21592
N 0.93638 -0.08098 1.05392
C 0.60228 -1.52933 1.14435
O -0.19804 -1.96176 0.11037
C -0.03996 2.06058 0.28709
N -0.73316 1.75310 -1.01478
C 0.18889 1.83499 -2.11285
H -1.20291 0.43709 1.01006
H -0.13613 1.25140 2.22176
H 1.26735 0.02937 0.09680
H 1.60779 -1.96203 0.97231
H 0.04464 -1.66973 2.08259
H -0.59013 2.87052 0.75628
H 0.99813 2.27793 0.05358
H -1.17472 0.84400 -0.91901
H -0.23711 1.61516 -3.09229
H 0.61150 2.84571 -2.19941
H 1.10605 1.22884 -2.01862
H -0.45750 -3.58862 0.05240
H -1.65250 -4.49810 0.31923
O -0.73679 -4.56783 -0.01967
```

- Energy relative to the best compared isomer or geometry (same formula, charge and spin): 26.7 kcal/mol
- Highest occupied orbital energy: -3.32 eV
- Charge: -1

How is the electron density shared among the atoms? According to Löwdin, the charges in e are: -0.26 -0.08 -0.47 -0.35 -0.21 -0.13 -0.19 0.10 0.09 0.07 0.09 0.09 0.09 0.09 0.08 0.07 0.07 0.07 -0.03 0.00 -0.18